No. 1
This record from the Open Molecules 2025 dataset describes a single C6H6ClN molecule in a non-equilibrium geometry. The level of theory is wB97M-V/def2-TZVPD.

## Properties
Energy above the lowest of the compared OMol25 structures with the same formula, charge and spin (kcal per mole): 89.29
HOMO level (eV): -9.431
SMILES string: CC(/C=C\Cl)=C/C#N
Lowest unoccupied orbital energy (eV): -0.1284
Frontier orbital gap (eV): 9.30
Maximum force (hartree/bohr): 0.1231

Geometry as XYZ:
```
14
Properties=species:S:1:pos:R:3:lowdin_charge:R:1
C 2.64 -0.63 -0.39 -0.04
C 1.38 0.21 0.26 -0.33
C 0.53 -0.46 1.17 -0.18
C -0.75 -0.96 0.93 -0.54
Cl -1.44 -1.22 -0.61 0.66
C 0.87 1.26 -0.46 -0.09
C -0.46 1.81 -0.19 -0.23
N -1.51 2.26 0.21 0.14
H 3.23 0.33 -0.63 0.07
H 3.27 -1.10 0.41 0.06
H 2.27 -1.36 -1.40 0.17
H 0.95 -0.33 2.21 0.14
H -1.35 -1.27 1.74 0.04
H 1.47 1.39 -1.42 0.13
```

No. 2
This record from the Open Molecules 2025 dataset describes 2 unconnected molecules or ions with the total composition CH3IO2. The level of theory is wB97M-V/def2-TZVPD.

## Properties
Energy above the lowest of the compared OMol25 structures with the same formula, charge and spin (kcal per mole): 2.77
HOMO level (eV): -10.204
SMILES string: O=CO.I
Lowest unoccupied orbital energy (eV): 0.5396
Frontier orbital gap (eV): 10.74
Maximum force (hartree/bohr): 0.0187

Geometry as XYZ:
```
7
Properties=species:S:1:pos:R:3:lowdin_charge:R:1
O -0.81 0.12 -1.80 0.08
C -0.87 -0.25 -0.67 -0.42
O -1.97 -0.62 -0.04 0.08
H -0.01 -0.33 0.02 0.14
H -2.74 -0.55 -0.63 0.13
I 3.56 1.51 1.59 0.39
H 2.85 0.11 1.52 -0.39
```